<P>
Density functional theory data (ωB97M-V/def2-TZVPD) for a cluster of 2 separate species, C17H19NO in total.

Each atom is followed by the atoms it is bonded to, with distances in Å.
Element x y z (Å)
1 C 1.637 -0.181 2.174  C2 1.489, H11 1.100, H12 1.106, H13 1.105
2 C 1.629 1.297 2.358  C1 1.489, C3 1.407, C10 1.444
3 C 2.336 2.140 3.235  C2 1.407, N4 1.411, H14 1.032
4 N 1.915 3.474 3.047  C3 1.411, C5 1.529, H15 1.007
5 C 0.803 3.498 1.999  N4 1.529, C6 1.350, C10 1.444
6 C 0.041 4.532 1.585  C5 1.350, C7 1.357, H16 1.095
7 C -0.814 4.269 0.564  C6 1.357, C8 1.390, H17 1.053
8 C -0.926 2.953 0.131  C7 1.390, C9 1.385, H18 1.107
9 C -0.237 1.865 0.642  C8 1.385, C10 1.371, H19 1.187
10 C 0.730 2.117 1.581  C2 1.444, C5 1.444, C9 1.371
11 H 0.789 -0.662 2.685  C1 1.100
12 H 2.638 -0.606 2.378  C1 1.106
13 H 1.645 -0.304 1.077  C1 1.105
14 H 3.163 2.068 3.847  C3 1.032
15 H 1.988 4.267 3.662  N4 1.007
16 H 0.262 5.426 2.178  C6 1.095
17 H -1.425 5.010 0.135  C7 1.053
18 H -1.757 2.880 -0.596  C8 1.107
19 H -0.601 0.827 0.198  C9 1.187
20 C 2.038 -2.041 -2.303  C21 1.454, H29 1.073, H30 1.084, H31 1.172
21 C 0.865 -1.299 -1.870  C20 1.454, C22 1.523, H32 1.117, H33 1.203
22 C -0.486 -1.999 -1.796  C21 1.523, C23 1.425, C28 1.390
23 C -1.582 -1.213 -1.337  C22 1.425, C24 1.391, H34 1.142
24 C -2.791 -1.870 -1.135  C23 1.391, C25 1.370, H35 1.089
25 C -2.902 -3.217 -1.357  C24 1.370, O26 1.330, C27 1.469
26 O -3.965 -3.919 -0.974  C25 1.330, H36 0.936
27 C -1.787 -3.996 -1.911  C25 1.469, C28 1.333, H37 1.145
28 C -0.629 -3.354 -2.070  C22 1.390, C27 1.333, H38 1.121
29 H 1.895 -2.708 -3.130  C20 1.073
30 H 2.520 -2.722 -1.611  C20 1.084
31 H 2.788 -1.392 -2.928  C20 1.172
32 H 0.996 -0.757 -0.902  C21 1.117
33 H 0.706 -0.400 -2.654  C21 1.203
34 H -1.415 -0.145 -0.967  C23 1.142
35 H -3.534 -1.296 -0.582  C24 1.089
36 H -4.707 -3.403 -0.727  O26 0.936
37 H -1.981 -5.100 -2.145  C27 1.145
38 H 0.156 -4.041 -2.480  C28 1.121

## Properties
Orbital gap ... 8.6 eV
HOMO level ... -7.750 eV


<Q>
Density functional theory data (ωB97M-V/def2-TZVPD) for a cluster of 2 separate species, C17H19NO in total.

Each atom is followed by the atoms it is bonded to, with distances in Å.
Element x y z (Å)
1 C -1.745 2.487 -2.274  C2 1.482, H11 1.101, H12 1.092, H13 1.111
2 C -1.305 2.629 -0.866  C1 1.482, C3 1.366, C10 1.426
3 C -2.031 2.231 0.220  C2 1.366, N4 1.422, H14 1.078
4 N -1.283 2.490 1.401  C3 1.422, C5 1.399, H15 1.009
5 C -0.014 2.852 0.935  N4 1.399, C6 1.384, C10 1.416
6 C 1.109 3.161 1.684  C5 1.384, C7 1.388, H16 1.084
7 C 2.288 3.550 1.065  C6 1.388, C8 1.430, H17 1.069
8 C 2.281 3.771 -0.348  C7 1.430, C9 1.386, H18 1.080
9 C 1.190 3.359 -1.097  C8 1.386, C10 1.388, H19 1.077
10 C 0.044 2.879 -0.479  C2 1.426, C5 1.416, C9 1.388
11 H -2.830 2.548 -2.451  C1 1.101
12 H -1.392 1.662 -2.896  C1 1.092
13 H -1.465 3.384 -2.866  C1 1.111
14 H -2.966 1.729 0.411  C3 1.078
15 H -1.340 1.814 2.148  N4 1.009
16 H 1.081 3.103 2.766  C6 1.084
17 H 3.167 3.831 1.606  C7 1.069
18 H 3.205 4.046 -0.835  C8 1.080
19 H 1.241 3.512 -2.162  C9 1.077
20 C 0.306 -4.326 -2.197  C21 1.579, H29 1.094, H30 1.100, H31 1.072
21 C -0.455 -3.049 -1.665  C20 1.579, C22 1.469, H32 1.114, H33 1.074
22 C -0.019 -2.721 -0.301  C21 1.469, C23 1.451, C28 1.388
23 C -0.883 -1.755 0.352  C22 1.451, C24 1.375, H34 1.085
24 C -0.828 -1.513 1.704  C23 1.375, C25 1.378, H35 1.082
25 C 0.052 -2.219 2.494  C24 1.378, O26 1.372, C27 1.410
26 O 0.145 -1.937 3.834  C25 1.372, H36 0.967
27 C 0.949 -3.165 1.956  C25 1.410, C28 1.384, H37 1.079
28 C 0.871 -3.315 0.582  C22 1.388, C27 1.384, H38 1.096
29 H 1.136 -4.046 -2.853  C20 1.094
30 H -0.325 -4.760 -2.987  C20 1.100
31 H 0.500 -5.090 -1.470  C20 1.072
32 H -0.113 -2.295 -2.410  C21 1.114
33 H -1.501 -3.074 -1.909  C21 1.074
34 H -1.370 -0.999 -0.256  C23 1.085
35 H -1.489 -0.781 2.150  C24 1.082
36 H 0.331 -2.720 4.369  O26 0.967
37 H 1.819 -3.359 2.565  C27 1.079
38 H 1.640 -3.913 0.078  C28 1.096

## Properties
Orbital gap ... 8.7 eV
HOMO level ... -7.916 eV


<R>
Density functional theory data (ωB97M-V/def2-TZVPD) for a cluster of 2 separate species, C17H19NO in total.

Each atom is followed by the atoms it is bonded to, with distances in Å.
Element x y z (Å)
1 C -0.248 -1.941 -3.747  C2 1.503, H11 1.083, H12 1.094, H13 1.086
2 C -0.928 -1.863 -2.408  C1 1.503, C3 1.348, C10 1.441
3 C -0.555 -2.469 -1.264  C2 1.348, N4 1.406, H14 1.079
4 N -1.497 -2.220 -0.250  C3 1.406, C5 1.405, H15 1.014
5 C -2.365 -1.234 -0.748  N4 1.405, C6 1.379, C10 1.415
6 C -3.383 -0.528 -0.142  C5 1.379, C7 1.395, H16 1.083
7 C -4.107 0.350 -0.948  C6 1.395, C8 1.395, H17 1.082
8 C -4.009 0.336 -2.340  C7 1.395, C9 1.391, H18 1.081
9 C -2.854 -0.206 -2.893  C8 1.391, C10 1.386, H19 1.084
10 C -2.027 -0.984 -2.099  C2 1.441, C5 1.415, C9 1.386
11 H 0.543 -2.677 -3.675  C1 1.083
12 H 0.156 -0.943 -3.938  C1 1.094
13 H -0.938 -2.105 -4.570  C1 1.086
14 H 0.321 -3.090 -1.160  C3 1.079
15 H -1.142 -1.896 0.643  N4 1.014
16 H -3.818 -0.702 0.835  C6 1.083
17 H -4.847 1.031 -0.550  C7 1.082
18 H -4.705 0.924 -2.923  C8 1.081
19 H -2.626 -0.069 -3.945  C9 1.084
20 C 4.963 1.118 -0.109  C21 1.558, H29 1.093, H30 1.089, H31 1.079
21 C 3.563 1.800 -0.143  C20 1.558, C22 1.516, H32 1.084, H33 1.091
22 C 2.670 1.485 1.042  C21 1.516, C23 1.388, C28 1.392
23 C 2.188 0.191 1.184  C22 1.388, C24 1.388, H34 1.086
24 C 1.194 -0.103 2.106  C23 1.388, C25 1.399, H35 1.081
25 C 0.944 0.919 3.027  C24 1.399, O26 1.391, C27 1.383
26 O 0.152 0.634 4.135  C25 1.391, H36 0.965
27 C 1.682 2.088 3.093  C25 1.383, C28 1.397, H37 1.085
28 C 2.609 2.394 2.093  C22 1.392, C27 1.397, H38 1.078
29 H 5.344 1.713 0.726  C20 1.093
30 H 5.568 1.422 -0.962  C20 1.089
31 H 5.011 0.054 0.061  C20 1.079
32 H 3.644 2.864 -0.336  C21 1.084
33 H 3.048 1.304 -0.968  C21 1.091
34 H 2.333 -0.457 0.324  C23 1.086
35 H 0.671 -1.048 2.136  C24 1.081
36 H 0.199 -0.317 4.291  O26 0.965
37 H 1.264 2.816 3.781  C27 1.085
38 H 3.118 3.339 1.989  C28 1.078

## Properties
Orbital gap ... 8.6 eV
HOMO level ... -7.965 eV


Most stable pick: <R>. Distance to second place: 0.251 eV.


<P>
Density functional theory data (ωB97M-V/def2-TZVPD) for the ion C5H9N2 with charge +1.

Each atom is followed by the atoms it is bonded to, with distances in Å.
Element x y z (Å)
1 C 0.104 1.009 1.097  C2 1.353, C3 1.499, H8 1.103
2 C -0.960 1.373 0.344  C1 1.353, N7 1.543, H9 1.061
3 C 0.524 -0.390 0.762  C1 1.499, C4 1.295, C5 1.612
4 C 1.334 -1.161 1.416  C3 1.295, H10 1.117, H11 1.098
5 C -0.222 -0.641 -0.645  C3 1.612, N6 1.510, N7 1.502, H12 1.108
6 N 0.531 -0.031 -1.803  C5 1.510, H13 1.064, H14 1.034
7 N -1.427 0.256 -0.613  C2 1.543, C5 1.502, H15 1.086, H16 1.013
8 H 0.657 1.552 1.882  C1 1.103
9 H -1.556 2.247 0.266  C2 1.061
10 H 1.322 -2.260 1.219  C4 1.117
11 H 1.755 -0.835 2.376  C4 1.098
12 H -0.358 -1.736 -0.751  C5 1.108
13 H 1.152 -0.734 -2.306  N6 1.064
14 H 1.028 0.808 -1.460  N6 1.034
15 H -2.385 -0.085 -0.234  N7 1.086
16 H -1.499 0.628 -1.553  N7 1.013

## Properties
Orbital gap (spin up / spin down) ... 7.1 / 7.1 eV
Multiplicity ... 3
Charge ... +1
HOMO level (spin up / spin down) ... -10.312 / -14.427 eV


<Q>
Density functional theory data (ωB97M-V/def2-TZVPD) for a cluster of 2 separate species, C5H9N2 in total.

Each atom is followed by the atoms it is bonded to, with distances in Å.
Element x y z (Å)
1 C -0.643 1.954 0.383  C2 1.175, H8 0.997
2 C -1.400 1.094 0.125  C1 1.175, C5 1.418
3 C 2.064 -0.269 -0.227  N6 1.282, N7 1.284, H9 1.109
4 C -2.497 -1.094 0.541  C5 1.342, H11 1.025, H12 1.141
5 C -2.100 -0.082 -0.246  C2 1.418, C4 1.342, H13 1.080
6 N 1.034 -0.497 -0.955  C3 1.282, H10 1.088, H14 1.036
7 N 1.988 0.502 0.797  C3 1.284, H15 1.012, H16 1.023
8 H -0.005 2.679 0.635  C1 0.997
9 H 2.923 -0.831 -0.649  C3 1.109
10 H 0.093 0.041 -1.042  N6 1.088
11 H -3.178 -1.795 0.233  C4 1.025
12 H -2.146 -1.320 1.603  C4 1.141
13 H -2.388 -0.109 -1.287  C5 1.080
14 H 0.978 -1.054 -1.827  N6 1.036
15 H 2.829 0.868 1.225  N7 1.012
16 H 1.201 1.012 1.203  N7 1.023

## Properties
Orbital gap (spin up / spin down) ... 6.5 / 8.4 eV
Multiplicity ... 3
Charge ... +1
HOMO level (spin up / spin down) ... -9.826 / -14.828 eV


Most stable pick: <P>. Distance to second place: 1.144 eV.